--- 1 ---
Entry from the Open Molecules 2025 dataset: 2 unconnected molecules or ions with the total composition C3H10N2O2S (wB97M-V/def2-TZVPD).

Geometry as XYZ:
```
18
Properties=species:S:1:pos:R:3
S 0.37 1.96 1.73
O 1.91 -2.57 1.51
O 0.34 -1.18 -1.83
N -1.16 0.26 -2.69
N -1.45 -0.69 0.48
C -0.45 -0.27 -1.65
C -0.72 0.32 -0.27
C 0.61 0.71 0.40
H 1.36 1.05 -0.30
H -2.41 -0.79 0.19
H 0.89 -0.22 0.90
H 1.65 -2.75 0.58
H -1.08 -1.63 0.31
H 1.16 -2.96 1.94
H -1.78 1.07 -2.60
H -1.12 -0.23 -3.57
H -1.28 1.25 -0.29
H -0.76 1.38 2.21
```

Output
**HOMO-LUMO gap**: 0.34794 Eh
**Charge**: 0
**LUMO energy**: 0.6 eV



--- 2 ---
Entry from the Open Molecules 2025 dataset: 2 unconnected molecules or ions with the total composition C3H10N2O2S (wB97M-V/def2-TZVPD).

Geometry as XYZ:
```
18
Properties=species:S:1:pos:R:3
S 2.52 1.24 1.83
O -1.46 -0.42 0.45
O -2.44 -3.00 -0.18
N -0.53 -0.93 -1.52
N 0.32 2.01 -0.76
C 0.64 0.72 -0.13
C 0.85 0.89 1.35
C -0.56 -0.21 -0.34
H -0.22 -0.67 -2.44
H -2.82 -2.14 0.13
H -1.56 -2.90 0.17
H 0.34 2.78 -0.10
H -1.33 -1.54 -1.66
H 1.54 0.19 -0.49
H 0.55 0.00 1.93
H 3.02 0.02 1.59
H 0.93 2.23 -1.53
H 0.23 1.72 1.71
```

Output
**HOMO-LUMO gap**: 0.36390 Eh
**Charge**: 0
**LUMO energy**: 0.6 eV



If we sort the structures by their calculated energies, the order from most to least stable is 1, 2.



--- 1 ---
Entry from the Open Molecules 2025 dataset: a molecular structure, C43H33BrMoN12O5S2 (wB97M-V/def2-TZVPD).

Geometry as XYZ:
```
97
Properties=species:S:1:pos:R:3
Mo -0.89 -0.59 -0.17
Br 1.00 -2.88 -7.23
S -0.84 -2.40 -1.89
S 0.01 0.12 2.03
O -0.69 1.92 0.15
O 0.76 7.34 4.09
O 0.78 -1.76 0.15
O -1.70 3.26 -1.33
O -0.17 8.65 2.66
N -2.81 0.46 0.56
N 0.17 7.55 3.05
N -1.11 -2.36 2.28
N 0.71 0.31 -1.45
N 5.45 -0.54 -3.80
N 0.59 -2.00 3.66
N -0.95 -1.92 -4.48
N 5.44 -0.43 -2.57
N -1.74 -2.03 1.23
N -2.13 0.06 -1.88
N 1.58 -1.25 4.09
N -1.80 -0.26 -3.19
C -0.81 6.61 1.00
C 2.86 -2.90 -5.08
C -3.71 -2.57 -0.11
C 2.44 -1.70 5.11
C 3.86 -0.37 -5.61
C -3.28 -3.84 1.89
C -4.55 1.99 -0.01
C -1.11 5.51 0.21
C 2.36 -2.15 -6.13
C 3.54 -0.91 5.42
C 2.20 -2.89 5.78
C 2.85 -0.88 -6.41
C 3.09 -3.28 6.78
C -4.44 -4.56 1.66
C -4.21 1.35 2.26
C 0.63 1.35 -2.24
C 0.24 5.13 2.62
C -0.73 4.23 0.60
C -3.81 1.53 -2.88
C -1.07 3.04 -0.28
C -3.50 1.15 -0.35
C -2.91 -2.84 1.00
C -3.09 0.91 -1.74
C 1.73 1.81 -2.98
C -3.17 0.55 1.84
C -4.90 2.10 1.32
C 4.41 -1.31 6.42
C -0.13 -1.49 2.69
C 4.23 -0.71 -1.83
C -1.24 -1.43 -3.26
C 3.05 0.03 -2.05
C 2.93 1.16 -2.89
C 3.85 -2.37 -4.28
C 1.91 -1.43 -0.42
C 4.27 -1.68 -0.86
C -5.23 -4.30 0.55
C 4.19 -2.50 7.10
C 4.34 -1.09 -4.53
C -4.86 -3.30 -0.33
C 1.90 -0.35 -1.33
C -0.06 4.04 1.81
C -0.15 6.39 2.20
C 3.11 -2.07 -0.16
H 3.71 0.02 4.88
H -2.67 -4.03 2.75
H 1.62 2.69 -3.60
H -5.47 -3.08 -1.20
H -3.70 0.93 -3.77
H 3.79 1.52 -3.44
H 2.48 -3.90 -4.90
H 1.78 -0.38 3.61
H 4.87 -2.81 7.88
H -1.09 7.61 0.72
H 2.47 -0.31 -7.24
H -0.38 -2.73 -4.58
H -1.12 -1.35 -5.29
H 4.29 0.61 -5.82
H -5.05 2.57 -0.77
H 4.24 -2.95 -3.45
H 0.76 5.01 3.56
H 5.21 -2.19 -0.68
H -6.14 -4.87 0.38
H -5.71 2.75 1.62
H 0.22 3.04 2.10
H -4.72 -5.34 2.36
H 2.91 -4.21 7.31
H 3.15 -2.87 0.56
H -0.31 1.88 -2.27
H -1.63 5.63 -0.73
H 5.26 -0.69 6.66
H -2.59 -0.02 2.55
H -3.42 -1.80 -0.82
H -3.37 2.51 -3.06
H 1.35 -3.49 5.52
H -4.46 1.39 3.31
H -4.87 1.66 -2.65
```

Output
**Spin multiplicity**: 3
**HOMO-LUMO gap (spin up / spin down)**: 0.23927 / 0.22915 Eh
**Charge**: 0
**LUMO energy (spin up / spin down)**: -1.1 / -1.4 eV



--- 2 ---
Entry from the Open Molecules 2025 dataset: a molecular structure, C43H33BrMoN12O5S2 (wB97M-V/def2-TZVPD).

Geometry as XYZ:
```
97
Properties=species:S:1:pos:R:3
Mo -0.08 -0.47 -0.89
Br 6.27 4.72 3.50
S -2.21 -1.45 -1.81
S 1.00 -0.72 -3.03
O -6.68 -2.10 4.36
O 0.26 -1.06 2.61
O -0.30 0.78 0.44
O -0.88 -1.75 0.80
O -5.58 -2.13 6.21
N -0.58 1.40 -3.26
N -5.64 -2.07 5.00
N 0.21 1.73 -5.91
N -0.58 5.41 3.49
N 0.37 6.13 3.84
N 0.38 -2.56 -1.11
N -0.42 -3.48 -1.68
N -2.46 -3.96 -2.55
N -0.83 1.12 -2.01
N 1.25 2.91 -0.31
N 1.83 -0.71 -0.08
N 0.48 0.64 -5.21
C 0.80 5.81 -5.23
C -3.19 -1.98 4.93
C -4.39 -1.95 4.25
C -1.16 2.00 2.27
C -0.33 1.88 1.17
C 2.62 0.32 0.26
C 0.23 0.59 -3.90
C 1.82 -4.44 -0.48
C -2.50 4.36 -1.31
C 3.51 4.12 3.82
C -1.24 3.19 2.99
C -3.51 3.97 -0.44
C 1.05 4.91 -4.21
C 0.37 3.08 -5.61
C 1.72 5.74 3.69
C 1.78 5.23 -0.15
C 0.45 3.03 0.78
C 0.83 3.56 -4.38
C 2.30 -1.97 0.04
C 0.33 5.34 -6.45
C 1.00 5.36 0.97
C -1.78 2.07 -1.51
C 1.45 -3.00 -0.52
C 4.35 -1.16 0.99
C 3.55 -2.21 0.60
C 0.12 3.99 -6.64
C 2.66 6.75 3.52
C 4.42 5.14 3.61
C -3.69 2.63 -0.16
C -2.01 -1.84 4.23
C 0.36 4.24 1.51
C 4.01 6.45 3.46
C 1.91 3.96 -0.73
C 2.16 4.42 3.85
C -2.03 -1.69 2.85
C -0.46 4.28 2.68
C 3.88 0.13 0.78
C -1.64 3.42 -1.84
C -1.61 -3.07 -2.01
C -0.76 -1.46 2.05
C -3.25 -1.67 2.17
C -4.44 -1.79 2.87
C -2.83 1.68 -0.69
H 3.88 -3.23 0.73
H -3.20 -2.11 6.01
H 1.44 3.63 4.02
H 2.55 3.80 -1.59
H -2.18 -4.92 -2.63
H -3.40 -3.68 -2.77
H -5.40 -1.75 2.37
H -1.05 -1.82 4.73
H 1.05 2.87 -3.57
H -2.98 0.63 -0.46
H 4.74 7.23 3.30
H -0.24 3.62 -7.59
H -1.78 1.17 2.55
H 0.87 6.34 1.42
H 0.97 6.87 -5.08
H 2.31 7.77 3.40
H 2.21 1.30 0.09
H 0.13 6.04 -7.26
H -0.84 3.71 -2.50
H -2.37 5.41 -1.56
H -4.50 2.31 0.49
H -1.88 3.25 3.86
H -3.25 -1.57 1.09
H 0.93 -5.04 -0.64
H 1.42 5.28 -3.26
H 0.14 1.51 -6.89
H 3.84 3.10 3.96
H 4.48 0.99 1.05
H 2.29 6.08 -0.58
H -4.16 4.71 0.01
H 2.53 -4.66 -1.27
H 2.26 -4.70 0.48
H 5.32 -1.33 1.43
```

Output
**Spin multiplicity**: 3
**HOMO-LUMO gap (spin up / spin down)**: 0.22358 / 0.23242 Eh
**Charge**: 0
**LUMO energy (spin up / spin down)**: -1.2 / -1.4 eV



If we sort the structures by their calculated energies, the order from most to least stable is 1, 2.